Model 1:
Computed, not measured: O2S2 in the gas phase, with ωB97M-V with the def2-TZVPD basis set.

Last column: Mulliken charge in e.
Element x y z (Å)
O -1.194 -0.516 0.032  -0.37
O 1.111 -0.455 -0.033  -0.34
S -1.044 0.960 -0.026  0.35
S 1.085 0.979 0.024  0.36

Calculated values
- spin multiplicity = 1
- HOMO-LUMO gap (alpha / beta) (eV) = 8.09 / 8.18
- molar mass (g/mol) = 96.1

***

Model 2:
Computed, not measured: O2S2 in the gas phase, with ωB97M-V with the def2-TZVPD basis set.

Last column: Mulliken charge in e.
Element x y z (Å)
O 2.021 -0.527 -0.072  -0.35
O -2.024 0.557 -0.077  -0.37
S 1.021 0.494 0.073  0.37
S -1.018 -0.524 0.076  0.35

Calculated values
- spin multiplicity = 1
- HOMO-LUMO gap (alpha / beta) (eV) = 8.19 / 8.05
- molar mass (g/mol) = 96.1

***

Calculated relative energies: model 1 0.150; model 2 0.000, given in eV

***

Model 1:
Computed, not measured: a molecular structure, C2H6IOP, with ωB97M-V with the def2-TZVPD basis set.

Last column: Mulliken charge in e.
Element x y z (Å)
C 1.415 -0.889 0.391  -0.93
C -0.925 0.571 -0.167  -0.30
O -0.849 1.319 0.918  -0.49
P 0.729 0.290 -0.859  0.01
I -2.014 1.538 -1.827  -0.09
H 1.672 -0.174 1.246  0.24
H 2.231 -1.347 -0.101  0.35
H 0.745 -1.623 0.615  0.35
H -1.598 -0.252 0.219  0.47
H -1.621 1.296 1.471  0.35
H 0.214 -0.728 -1.904  0.06

Calculated values
- spin multiplicity = 1
- HOMO-LUMO gap (eV) = 9.59
- molar mass (g/mol) = 203.9

***

Model 2:
Computed, not measured: a molecular structure, C2H6IOP, with ωB97M-V with the def2-TZVPD basis set.

Last column: Mulliken charge in e.
Element x y z (Å)
C 1.146 0.016 1.789  -0.44
C 2.109 -0.742 1.307  -0.43
O -3.604 2.328 1.076  -0.34
P -3.750 1.677 -0.202  0.39
I -3.597 -0.759 0.190  -0.06
H 0.684 0.791 1.197  0.21
H -2.907 0.273 -3.420  0.15
H 0.770 -0.096 2.791  0.22
H 2.572 -1.521 1.890  0.22
H 2.475 -0.627 0.300  0.22
H -3.352 0.839 -3.120  -0.14

Calculated values
- spin multiplicity = 1
- HOMO-LUMO gap (eV) = 8.65
- molar mass (g/mol) = 203.9

***

Calculated relative energies: model 1 0.137; model 2 0.000, given in eV

***

Model 1:
Computed, not measured: 8 unconnected molecules or ions with the total composition C8H31O8, with ωB97M-V with the def2-TZVPD basis set.

Last column: Mulliken charge in e.
Element x y z (Å)
C -28.052 -19.721 -0.541  -0.47
O -26.953 -20.535 -0.713  -0.89
H -28.306 -19.491 0.513  -0.03
H -27.964 -18.723 -1.021  0.28
H -28.912 -20.219 -1.039  0.25
C -24.596 -22.692 -2.863  -0.36
O -23.784 -21.814 -2.089  -0.46
H -24.578 -22.359 -3.904  0.38
H -24.197 -23.713 -2.770  0.21
H -25.606 -22.707 -2.455  -0.02
H -23.089 -21.593 -2.715  0.27
C -28.842 -20.325 -4.252  -0.37
O -27.440 -20.286 -4.106  -0.54
H -29.217 -20.532 -5.258  0.29
H -29.209 -21.100 -3.572  -0.01
H -29.388 -19.396 -4.033  0.25
H -27.279 -20.226 -3.141  0.31
C -26.878 -16.533 1.786  -0.42
O -25.894 -17.438 1.325  -0.48
H -27.203 -15.805 1.043  0.23
H -27.702 -17.137 2.161  0.05
H -26.520 -15.992 2.669  0.36
H -24.971 -17.224 1.455  0.27
C -24.712 -24.666 0.497  -0.64
O -25.105 -23.325 0.387  -0.43
H -23.630 -24.687 0.654  0.24
H -25.192 -25.079 1.397  0.26
H -24.943 -25.227 -0.416  0.25
H -25.993 -23.299 -0.034  0.52
C -28.861 -23.764 -1.084  -0.50
O -27.634 -23.384 -0.508  -0.55
H -28.766 -24.755 -1.537  0.34
H -29.724 -23.891 -0.422  0.25
H -29.142 -23.068 -1.876  0.00
H -27.616 -22.397 -0.474  0.16
C -30.721 -16.840 0.697  -0.22
O -31.419 -15.652 0.271  -0.55
H -30.311 -16.596 1.681  0.20
H -31.401 -17.689 0.768  0.17
H -29.862 -17.118 0.089  0.09
H -32.331 -15.809 0.524  0.31
C -30.740 -20.785 2.100  0.05
O -30.836 -21.155 3.473  -0.55
H -30.483 -21.599 1.425  0.04
H -31.646 -20.280 1.749  0.18
H -29.985 -20.001 2.036  -0.02
H -30.886 -22.111 3.523  0.31

Calculated values
- spin multiplicity = 1
- HOMO-LUMO gap (eV) = 5.95
- molar mass (g/mol) = 255.3
- total charge = -1

***

Model 2:
Computed, not measured: 8 unconnected molecules or ions with the total composition C8H31O8, with ωB97M-V with the def2-TZVPD basis set.

Last column: Mulliken charge in e.
Element x y z (Å)
C 5.300 -4.479 27.073  -0.48
O 4.315 -5.158 26.286  -0.89
H 5.134 -4.470 28.150  0.15
H 6.311 -4.847 26.899  0.15
H 5.411 -3.429 26.804  0.09
C 0.776 -7.147 31.067  -0.53
O 1.291 -7.781 29.929  -0.51
H -0.269 -6.896 30.882  0.24
H 0.744 -7.815 31.928  0.22
H 1.257 -6.200 31.310  0.25
H 1.646 -7.101 29.352  0.33
C 8.231 1.579 27.159  -0.47
O 8.785 2.847 27.219  -0.51
H 8.568 0.936 27.972  0.21
H 7.141 1.560 27.181  0.23
H 8.590 1.105 26.246  0.23
H 8.753 3.262 26.353  0.31
C 0.990 -0.942 26.210  -0.55
O 0.627 -2.116 26.880  -0.50
H 0.481 -0.780 25.260  0.24
H 0.680 -0.142 26.882  0.21
H 2.047 -0.728 26.050  0.25
H 1.167 -2.809 26.494  0.33
C -0.499 -9.366 24.578  -0.48
O 0.303 -9.944 23.628  -0.49
H -0.123 -8.390 24.887  0.23
H -1.500 -9.287 24.154  0.22
H -0.555 -9.948 25.497  0.23
H -0.032 -10.795 23.337  0.29
C 8.722 -4.201 32.631  -0.49
O 9.917 -4.055 31.911  -0.50
H 8.920 -4.736 33.560  0.23
H 8.257 -3.238 32.843  0.21
H 8.058 -4.874 32.088  0.25
H 10.085 -4.918 31.525  0.30
C 10.440 -7.170 23.596  -0.45
O 9.633 -6.914 22.460  -0.50
H 9.991 -6.862 24.539  0.22
H 10.636 -8.242 23.605  0.21
H 11.404 -6.672 23.491  0.22
H 10.130 -6.609 21.696  0.29
C 5.658 -1.560 21.497  -0.53
O 6.385 -2.728 21.578  -0.45
H 6.113 -0.848 20.808  0.24
H 4.620 -1.706 21.198  0.22
H 5.767 -1.029 22.443  0.24
H 7.305 -2.467 21.662  0.28

Calculated values
- spin multiplicity = 1
- HOMO-LUMO gap (eV) = 4.35
- molar mass (g/mol) = 255.3
- total charge = -1

***

Calculated relative energies: model 1 0.000; model 2 1.554, given in eV

***

Model 1:
Computed, not measured: C2H4ClNOS in the gas phase, with ωB97M-V with the def2-TZVPD basis set.

Last column: Mulliken charge in e.
Element x y z (Å)
O -0.185 2.092 -0.289  -0.57
C -0.114 0.894 -0.099  0.56
C 1.107 0.274 0.540  -0.44
Cl 1.792 -1.170 -0.329  -0.17
N -1.172 0.026 -0.383  -0.27
S -1.307 -1.582 0.100  -0.15
H 1.876 1.056 0.508  0.31
H 0.822 0.083 1.595  0.32
H -2.026 0.523 -0.640  0.28
H -0.792 -2.196 -1.004  0.14

Calculated values
- spin multiplicity = 1
- HOMO-LUMO gap (eV) = 10.24
- molar mass (g/mol) = 125.6

***

Model 2:
Computed, not measured: C2H4ClNOS in the gas phase, with ωB97M-V with the def2-TZVPD basis set.

Last column: Mulliken charge in e.
Element x y z (Å)
O 0.198 -1.062 -1.433  -0.41
N 0.360 0.242 -1.169  -0.12
C -0.012 0.820 -0.035  0.29
S 0.034 2.443 0.047  -0.38
C -0.603 -0.176 1.103  -0.42
Cl 0.718 -1.154 1.756  -0.18
H 0.840 -1.569 -0.895  0.34
H 0.881 0.801 -1.907  0.26
H -1.313 -0.768 0.602  0.31
H -1.104 0.422 1.930  0.31

Calculated values
- spin multiplicity = 1
- HOMO-LUMO gap (eV) = 9.13
- molar mass (g/mol) = 125.6

***

Calculated relative energies: model 1 0.000; model 2 1.771, given in eV

***

Model 1:
Computed, not measured: 2 unconnected molecules or ions with the total composition C4H9S, with ωB97M-V with the def2-TZVPD basis set.

Last column: Mulliken charge in e.
Element x y z (Å)
C -1.031 2.161 -0.197  -0.77
S 0.748 2.417 -0.163  -0.73
H -1.387 1.431 0.564  0.16
H -1.383 3.171 0.043  0.24
H -1.449 1.894 -1.182  0.18
C 0.772 -0.915 -0.982  -0.81
C 0.266 -1.845 0.212  0.01
C 0.364 -1.299 1.460  -0.69
H -0.118 -0.476 -1.493  0.13
H 1.391 -0.121 -0.560  0.21
H 1.304 -1.550 -1.696  0.34
H 0.077 -2.933 0.085  0.30
H -0.265 -1.672 2.299  0.22
H 0.710 -0.263 1.610  0.22

Calculated values
- spin multiplicity = 1
- HOMO-LUMO gap (eV) = 6.08
- molar mass (g/mol) = 89.2
- total charge = -1

***

Model 2:
Computed, not measured: 2 unconnected molecules or ions with the total composition C4H9S, with ωB97M-V with the def2-TZVPD basis set.

Last column: Mulliken charge in e.
Element x y z (Å)
C 0.208 1.240 -1.553  -0.85
S -1.193 0.174 -2.078  -0.74
H -0.072 1.982 -0.792  0.22
H 0.599 1.814 -2.392  0.28
H 0.969 0.617 -1.086  0.16
C 1.454 -1.577 1.876  -0.91
C 0.747 -0.351 2.395  -0.03
C -0.298 0.248 1.822  -0.58
H 2.529 -1.513 2.059  0.27
H 1.288 -1.696 0.801  0.29
H 1.032 -2.468 2.353  0.25
H 1.139 0.033 3.332  0.31
H -0.816 0.950 2.476  0.20
H -0.532 0.309 0.760  0.14

Calculated values
- spin multiplicity = 1
- HOMO-LUMO gap (eV) = 5.87
- molar mass (g/mol) = 89.2
- total charge = -1

***

Calculated relative energies: model 1 0.285; model 2 0.000, given in eV

***

Model 1:
Computed, not measured: 2 unconnected molecules or ions with the total composition C3H5IO, with ωB97M-V with the def2-TZVPD basis set.

Last column: Mulliken charge in e.
Element x y z (Å)
C -0.580 1.531 -0.882  -0.50
C 0.204 0.633 -0.594  0.22
O 0.940 -0.342 -0.381  -0.40
C 1.645 -0.638 0.897  -0.56
H -1.399 2.092 -1.214  0.44
H 1.248 -1.465 1.413  0.28
H 1.853 0.318 1.554  0.29
H 2.664 -0.895 0.574  0.24
I -3.713 -0.753 -0.089  -0.07
H -2.861 -0.481 -1.278  0.06

Calculated values
- spin multiplicity = 1
- HOMO-LUMO gap (eV) = 9.70
- molar mass (g/mol) = 184.0

***

Model 2:
Computed, not measured: 2 unconnected molecules or ions with the total composition C3H5IO, with ωB97M-V with the def2-TZVPD basis set.

Last column: Mulliken charge in e.
Element x y z (Å)
O -1.397 2.458 -0.843  -0.36
C -1.219 1.511 -0.182  0.93
C -1.099 0.414 0.537  -1.12
I -2.376 -1.276 0.452  0.12
H -0.337 0.514 1.365  0.41
C 1.217 -0.723 -0.207  -1.20
H 0.861 -1.396 0.466  0.29
H 0.684 -0.632 -1.131  0.32
H 2.086 -1.122 -0.622  0.37
H 1.578 0.253 0.165  0.24

Calculated values
- spin multiplicity = 1
- HOMO-LUMO gap (eV) = 8.26
- molar mass (g/mol) = 184.0

***

Model 3:
Computed, not measured: 2 unconnected molecules or ions with the total composition C3H5IO, with ωB97M-V with the def2-TZVPD basis set.

Last column: Mulliken charge in e.
Element x y z (Å)
C 0.396 -1.688 0.570  -0.59
C 0.840 -0.497 0.520  -0.51
C -1.173 1.316 -0.059  -0.20
O -0.963 1.675 -1.301  -0.32
I 2.251 0.099 -0.892  -0.01
H 0.795 -2.662 0.236  0.28
H -0.257 -1.776 1.398  0.29
H 0.400 0.405 0.944  0.63
H -2.316 1.260 0.022  0.12
H 0.026 1.868 -1.437  0.31

Calculated values
- spin multiplicity = 1
- HOMO-LUMO gap (eV) = 9.24
- molar mass (g/mol) = 184.0

***

Calculated relative energies: model 1 1.713; model 2 0.000; model 3 2.447, given in eV